Entry 1:
# C4H7NOS

A cluster of 2 separate species, C4H7NOS in total (ωB97M-V/def2-TZVPD, OMol25).

Structure (XYZ):
```
14
Properties=species:S:1:pos:R:3:nbo_charge:R:1
C -1.6199 0.0162 -0.0846 -0.0934
C -0.2494 0.3209 0.4698 -0.0737
C 0.7668 1.4578 -0.0223 -0.2178
C 1.7781 -0.7863 -0.0449 -0.0152
H -2.2219 -1.8095 -1.0910 0.4506
H -2.5037 0.5237 0.3774 0.1769
H -1.6416 0.1194 -1.1229 0.1732
H -0.3605 -0.0382 1.5414 0.2254
H 0.5310 2.1913 -0.7114 0.2131
H 1.6381 1.6331 0.6335 0.2255
H 1.3121 -1.7188 0.2965 0.1980
N 0.8508 0.0594 -0.4067 -0.4119
O -1.7424 -1.3969 0.1397 -0.6862
S 3.4624 -0.5722 0.0255 -0.1646
```

Calculated values
Frontier orbital gap: 8.1 eV
E_LUMO: -0.015 hartree
M: 117.17 g mol⁻¹
Spin multiplicity: 1
Total charge: 0
HOMO: -0.3112 Ha

=====

Entry 2:
# C3H7NOS2

The ion C3H7NOS2 with charge +1 (ωB97M-V/def2-TZVPD, OMol25).

Structure (XYZ):
```
14
Properties=species:S:1:pos:R:3:mulliken_spin:R:1
N 0.5188 -1.3883 0.0574 0.0120
C 0.8562 -0.0114 -0.2637 -0.0005
C 0.9311 0.1400 -1.8092 0.0038
O 1.5836 0.9478 -2.3876 0.0026
C -0.1820 0.9678 0.2181 0.0065
S -0.5401 0.7713 2.0167 0.5881
S -2.1258 -0.4560 1.9651 0.3699
H 1.0332 -2.0563 -0.4978 0.0000
H -0.4527 -1.5931 -0.0634 0.0002
H 1.7759 0.2794 0.2442 -0.0068
H 0.2958 -0.6205 -2.3073 0.0013
H 0.1552 1.9912 0.0300 0.0144
H -1.1571 0.9577 -0.2752 0.0024
H -2.6922 0.0704 3.0727 0.0061
```

Calculated values
Frontier orbital gap (alpha / beta): 8.7 / 5.2 eV
E_LUMO (alpha / beta): -0.180 / -0.305 hartree
M: 137.23 g mol⁻¹
Spin multiplicity: 2
Total charge: +1
HOMO (alpha / beta): -0.4981 / -0.4970 Ha

=====

Entry 3:
# C8H13N

A structure of composition C8H13N (ωB97M-V/def2-TZVPD, OMol25).

Structure (XYZ):
```
22
Properties=species:S:1:pos:R:3:nbo_charge:R:1
C -0.7704 -1.8089 -0.4597 -0.6506
C -1.5101 -0.5024 -0.5468 -0.0321
C -1.0679 0.4861 -1.5310 -0.2075
C -2.5324 -0.2131 0.2679 -0.3660
C -0.0570 0.3373 -2.3932 -0.4127
H -1.6540 1.4005 -1.5695 0.2069
H -0.8128 -2.3450 -1.4109 0.2198
H 0.2827 -1.6388 -0.2245 0.2278
H -1.1928 -2.4479 0.3148 0.2194
H -2.8802 -0.9144 1.0151 0.1986
H -3.0670 0.7261 0.1953 0.1963
H 0.1873 1.1130 -3.1072 0.2093
H 0.5717 -0.5436 -2.4029 0.2009
C 2.0718 2.1038 0.9109 0.1296
C 1.1007 0.5321 1.7781 -0.3811
C 1.7903 -0.5496 2.1012 -0.4408
N 1.9199 2.2262 -0.2883 -0.6122
H 1.2412 1.6602 -0.8066 0.3890
H 2.1535 1.8597 1.9852 0.3306
H 0.0188 0.5540 1.6639 0.1935
H 1.3303 -1.5102 2.3293 0.1955
H 2.8764 -0.5251 2.1787 0.1857
```

Calculated values
Frontier orbital gap: 8.5 eV
E_LUMO: 0.026 hartree
M: 123.20 g mol⁻¹
Spin multiplicity: 1
Total charge: 0
HOMO: -0.2873 Ha